1.
The following is a DFT calculation (ωB97M-V/def2-TZVPD) of a 2-piece molecular cluster, C5H9NO overall at a distorted geometry.

Geometry as ORCA input:
```
! wB97M-V def2-TZVPD RIJCOSX def2/J DEFGRID3
* xyz 0 1
C -0.1699 -1.2797 0.3205
C -1.3266 -0.6664 0.0477
C -1.5514 0.6231 -0.7128
C -2.5064 -1.4308 0.3670
N -3.4185 -2.1355 0.4824
H -0.1432 -2.1649 0.9471
H 0.7689 -0.9330 -0.0761
H -2.4892 1.0906 -0.3944
H -0.7351 1.3301 -0.5526
H -1.6370 0.4210 -1.7852
C 2.4592 0.7755 -0.0176
O 1.1806 1.0911 0.4841
H 2.9779 1.6871 -0.3257
H 2.3181 0.1456 -0.9053
H 3.0855 0.2143 0.6880
H 1.1869 1.2319 1.4329
*
```

Properties
gap between HOMO and LUMO = 10.204 eV
HOMO energy = -9.650 eV
energy = -325.8463 Eh
max |F| = 0.022 hartree/bohr
structure (SMILES) = C=C(C)C#N.CO
energy above the lowest of the compared OMol25 structures with the same formula, charge and spin = 2.483 eV



2.
The following is a DFT calculation (ωB97M-V/def2-TZVPD) of C6H15BNO3PSr as an isolated structure at a distorted geometry.

Geometry as ORCA input:
```
! wB97M-V def2-TZVPD RIJCOSX def2/J DEFGRID3
* xyz 2 1
C 3.6300 -0.4543 0.9346
C 2.9296 -0.2737 -0.5369
P 1.0277 -0.4436 -0.5550
C 0.1312 1.2054 -0.1829
C 0.9482 2.4654 -0.8709
O 0.4531 -1.7372 0.4658
C -0.9472 -1.9679 -0.0206
O -1.0364 -2.2126 -1.3569
N -2.1829 -1.8880 0.8482
B -3.1481 -0.7854 0.3525
C -3.2541 0.7195 1.0651
O -4.0960 -1.0167 -0.7877
H 3.0626 -1.1815 1.6663
H 3.8381 0.5764 1.4996
H 4.7085 -0.9357 0.7641
H 3.4495 -1.0690 -1.2586
H 3.2009 0.8203 -0.9273
H -0.1359 1.3677 0.9478
H -0.9125 1.1493 -0.7583
H 1.8376 2.7602 -0.1623
H 1.3145 2.1735 -1.9623
H 0.2247 3.3990 -0.9523
H -1.9296 -1.6577 1.8429
H -2.9561 1.5968 0.3267
H -2.5784 0.7481 2.0486
H -4.4013 0.9084 1.3274
H -3.6763 -0.7156 -1.6529
Sr 0.4987 -3.5513 -2.1049
*
```

Properties
gap between HOMO and LUMO = 6.562 eV
HOMO energy = -15.005 eV
energy = -914.3622 Eh
max |F| = 0.135 hartree/bohr



3.
The following is a DFT calculation (ωB97M-V/def2-TZVPD) of one molecule with the formula C6H10O at a distorted geometry.

Geometry as ORCA input:
```
! wB97M-V def2-TZVPD RIJCOSX def2/J DEFGRID3
* xyz 0 1
O 2.3697 -0.7305 -0.2053
C 1.0740 -0.2192 -0.0943
C 1.0236 1.0901 0.6005
C -0.0085 1.8057 0.1608
C -1.1021 0.6644 -0.8448
C -1.3370 -0.4888 0.1567
C 0.0069 -1.2243 0.3427
H 2.3070 -1.6913 -0.2094
H 0.5782 0.1597 -1.0282
H 1.7814 1.3475 1.3421
H -0.2559 2.7400 0.7224
H -0.9733 0.1459 -1.8552
H -1.9263 1.3202 -1.0259
H -1.6410 -0.0104 1.0849
H -2.1238 -1.2048 -0.1273
H 0.1385 -1.6418 1.3496
H 0.0887 -2.0623 -0.3694
*
```

Properties
gap between HOMO and LUMO = 10.038 eV
HOMO energy = -9.034 eV
energy = -309.7305 Eh
max |F| = 0.050 hartree/bohr
structure (SMILES) = O[C@@H]1C=CCCC1
energy above the lowest of the compared OMol25 structures with the same formula, charge and spin = 3.043 eV



4.
The following is a DFT calculation (ωB97M-V/def2-TZVPD) of a 2-piece molecular cluster, C3H10N3 overall at a distorted geometry.

Geometry as ORCA input:
```
! wB97M-V def2-TZVPD RIJCOSX def2/J DEFGRID3
* xyz 1 1
C 1.0569 -0.1576 -0.0582
C 2.1628 0.8376 -0.0497
C -2.4459 0.1550 -0.2666
N -0.1699 0.3116 0.2110
N 1.2147 -1.4877 0.0059
N -1.3219 -0.5238 0.2849
H 2.9830 0.5998 -0.8309
H 2.8553 0.6880 0.8983
H 1.7150 1.8115 -0.1781
H -3.2743 -0.6267 -0.4738
H -2.7066 0.9719 0.2575
H -2.3594 0.4124 -1.3728
H -0.5024 1.2908 0.1137
H 2.1078 -1.7987 -0.2998
H 0.2827 -1.8409 0.0239
H -1.5977 -0.6433 1.7345
*
```

Properties
gap between HOMO and LUMO = 10.380 eV
HOMO energy = -14.320 eV
energy = -284.2113 Eh
max |F| = 0.116 hartree/bohr
energy above the lowest of the compared OMol25 structures with the same formula, charge and spin = 4.481 eV



5.
The following is a DFT calculation (ωB97M-V/def2-TZVPD) of C25H27BF5N7OS2V as an isolated structure at a distorted geometry.

Geometry as ORCA input:
```
! wB97M-V def2-TZVPD RIJCOSX def2/J DEFGRID3
* xyz 0 4
V -0.1874 0.8620 0.8047
C -0.6104 3.3834 4.1333
C -0.0343 2.5769 3.0119
N -0.4914 2.5902 1.7820
N -1.5066 3.4302 1.4386
C -2.0837 3.3347 0.2142
N -3.1514 4.1308 0.0189
S -1.4765 2.3724 -1.0111
C 1.0260 1.6174 3.1975
C 1.9340 1.6096 4.2596
C 2.9417 0.6723 4.2860
C 3.0434 -0.2458 3.2356
C 2.1226 -0.1934 2.2185
N 1.1250 0.7097 2.1843
H -1.6899 3.2190 4.1974
H -0.4247 4.4534 4.0065
H -0.1829 3.0771 5.0832
H -2.0109 3.9062 2.1728
H -3.7244 4.3909 0.8077
H -3.6585 3.9591 -0.8325
H 1.8583 2.3517 5.0422
H 3.6498 0.6524 5.1028
H 3.8231 -0.9932 3.2179
H 2.1391 -0.9049 1.4037
F -3.9213 -4.6668 3.5472
C -3.1278 -3.9145 2.7871
C -2.1701 -3.0997 3.3618
F -2.0328 -3.0771 4.6902
C -1.3600 -2.3177 2.5630
F -0.4507 -1.5593 3.1785
C -1.4517 -2.3133 1.1694
S -0.4450 -1.3897 0.0907
C -2.4124 -3.1711 0.6277
F -2.5480 -3.2456 -0.6982
C -3.2485 -3.9438 1.4104
F -4.1695 -4.7231 0.8408
B -4.5910 1.1812 1.5076
C -3.0898 0.7779 1.5573
N -1.9452 0.6008 1.5201
H -4.7551 1.5013 0.3487
H -4.7327 2.1345 2.2541
H -5.2992 0.2583 1.8128
C 2.8828 -3.5350 -4.6877
C 2.4007 -2.2291 -5.3116
N 1.9017 -1.2760 -4.3232
C 0.4506 -1.1235 -4.2462
C -0.2604 -2.3980 -3.8064
C 2.8395 -0.5231 -3.6966
O 4.0305 -0.6202 -3.9606
C 2.4278 0.5059 -2.6731
C 2.8776 1.8090 -2.8310
C 2.5865 2.7384 -1.8487
C 1.8449 2.3464 -0.7548
N 1.3998 1.0946 -0.5789
C 1.7236 0.1913 -1.5170
H 3.2558 -4.1964 -5.4705
H 2.0775 -4.0415 -4.1567
H 3.6939 -3.3320 -3.9896
H 1.5990 -2.4188 -6.0258
H 3.2347 -1.7606 -5.8340
H 0.0894 -0.8372 -5.2397
H 0.2027 -0.3134 -3.5682
H -0.1587 -3.1869 -4.5533
H -1.3214 -2.1949 -3.6661
H 0.1341 -2.7555 -2.8575
H 3.4552 2.0776 -3.7056
H 2.9317 3.7591 -1.9334
H 1.5954 3.0583 0.0220
H 1.4260 -0.8330 -1.3309
*
```

Properties
gap between HOMO and LUMO (spin up / spin down) = 6.221 / 6.642 eV
HOMO energy (spin up / spin down) = -6.797 / -7.758 eV
energy = -3691.9920 Eh
max |F| = 0.050 hartree/bohr
⟨S²⟩ = 3.78
energy above the lowest of the compared OMol25 structures with the same formula, charge and spin = 0.768 eV



6.
The following is a DFT calculation (ωB97M-V/def2-TZVPD) of C11H15IN4RhS as an isolated structure at a distorted geometry.

Geometry as ORCA input:
```
! wB97M-V def2-TZVPD RIJCOSX def2/J DEFGRID3
* xyz 1 1
Rh 0.0151 0.8379 1.1159
C 4.9736 -1.7782 0.3149
C 3.7888 -2.6588 0.6679
N 2.6136 -2.4101 -0.1683
C 1.6965 -1.4611 0.0256
S 1.8318 -0.4916 1.4957
N 0.7650 -1.3159 -0.8724
N -0.1504 -0.3582 -0.5358
C -1.1833 -0.1820 -1.2862
C -1.4403 -0.9517 -2.5446
C -2.1590 0.8271 -0.8136
C -3.3219 1.0763 -1.5124
C -4.2479 1.9871 -1.0133
C -3.9790 2.6147 0.1850
C -2.7881 2.3189 0.8274
N -1.8918 1.4597 0.3465
H 5.8298 -2.0226 0.9434
H 4.7323 -0.7254 0.4627
H 5.2656 -1.9220 -0.7260
H 3.5032 -2.5302 1.7111
H 4.0389 -3.7116 0.5437
H 2.5104 -2.9258 -1.0294
H -0.6162 -1.6212 -2.7554
H -1.5683 -0.2700 -3.3872
H -2.3569 -1.5361 -2.4406
H -3.5148 0.5589 -2.4397
H -5.1629 2.1881 -1.5541
H -4.6628 3.3222 0.6311
H -2.5545 2.7921 1.7730
I 1.7552 2.3779 2.9202
C -0.2742 2.0333 2.8245
H -0.7631 2.9810 2.6188
H -0.6843 1.4972 3.6715
*
```

Properties
gap between HOMO and LUMO (spin up / spin down) = 5.841 / 6.095 eV
HOMO energy (spin up / spin down) = -11.368 / -11.365 eV
energy = -1453.3526 Eh
max |F| = 0.045 hartree/bohr
energy above the lowest of the compared OMol25 structures with the same formula, charge and spin = 1.228 eV



7.
The following is a DFT calculation (ωB97M-V/def2-TZVPD) of a 4-piece molecular cluster, C3H14NO4 overall at a distorted geometry.

Geometry as ORCA input:
```
! wB97M-V def2-TZVPD RIJCOSX def2/J DEFGRID3
* xyz -1 1
C 0.2875 2.1489 0.5699
N 0.5165 1.2072 -0.4734
C -0.8231 0.7926 -1.0838
C -0.6760 -0.7196 -1.4444
O -0.2277 -1.5106 -0.4043
H 1.1809 2.8750 0.6717
H 0.0267 1.6541 1.5661
H -0.6011 2.7411 0.4564
H 0.9486 0.3411 -0.2002
H -0.9242 1.4396 -1.9491
H -1.7019 1.0452 -0.4158
H 0.1029 -0.8993 -2.2540
H -1.7485 -1.2139 -1.7794
H 0.4070 -1.0039 0.7865
H 0.1750 -1.2496 2.3899
O 0.6984 -0.7168 1.8677
H -2.0362 -1.7408 0.3830
H -1.8192 -0.5999 1.3742
O -2.4215 -1.2818 1.1960
H 2.5147 -1.0417 -1.1166
H 2.9035 -1.1125 0.3583
O 3.2175 -1.1543 -0.4987
*
```

Properties
gap between HOMO and LUMO = 8.473 eV
HOMO energy = -4.479 eV
energy = -478.3971 Eh
max |F| = 0.082 hartree/bohr
energy above the lowest of the compared OMol25 structures with the same formula, charge and spin = 2.071 eV